84
Properties=species:S:1:pos:R:3:forces:R:3:lowdin_charge:R:1 method="wB97M-V/def2-TZVPD" spin_multiplicity=2 s_squared=0.76 e_homo_ev="-9.95 / -10.05" relative_energy_ev=0.0000 total_energy_ev=-87152.009 total_charge=+1 e_lumo_ev="-2.93 / -2.85"
Ti -1.564 0.395 0.811 0.80 -3.07 -2.83 0.648
C -1.704 0.849 2.959 -0.86 0.83 -0.25 -0.294
C -1.270 2.045 2.269 -1.36 0.01 0.17 -0.294
C -3.390 1.460 1.440 0.57 0.76 1.69 -0.266
C -3.024 0.494 2.464 0.09 1.92 0.26 -0.279
C -2.307 2.416 1.331 -0.46 -0.41 1.30 -0.300
C -1.007 0.189 4.104 0.12 -0.30 0.35 -0.028
H 0.041 0.498 4.181 -0.25 -0.06 -0.05 0.067
H -1.033 -0.907 4.025 0.05 0.24 0.01 0.082
H -1.489 0.442 5.063 0.11 0.00 -0.30 0.105
C -3.913 -0.502 3.139 -0.21 -0.44 0.06 -0.009
H -3.328 -1.171 3.787 -0.19 0.15 -0.23 0.087
H -4.491 -1.129 2.447 0.20 0.24 0.24 0.065
H -4.635 0.022 3.790 0.29 -0.13 -0.29 0.109
C -4.710 1.625 0.762 -0.29 -0.08 -0.31 0.004
H -5.471 1.960 1.483 0.23 -0.11 -0.12 0.106
H -5.073 0.698 0.302 0.07 0.25 0.09 0.064
H -4.655 2.392 -0.023 -0.01 -0.27 0.21 0.086
C -2.360 3.700 0.571 -0.07 0.40 -0.31 -0.033
H -2.982 4.445 1.095 0.16 -0.30 -0.06 0.108
H -2.801 3.578 -0.427 0.14 0.03 0.19 0.070
H -1.367 4.149 0.456 -0.21 -0.14 0.02 0.069
C -0.081 2.881 2.595 0.51 0.26 0.02 -0.022
H -0.336 3.697 3.290 -0.06 -0.28 -0.18 0.107
H 0.343 3.357 1.703 -0.04 -0.11 0.14 0.074
H 0.716 2.303 3.072 -0.13 0.06 -0.07 0.064
C 4.960 -2.421 -0.476 -0.04 -0.07 0.40 -0.113
C 5.388 -1.690 0.561 0.13 -0.58 -0.10 -0.130
C 6.452 -0.627 0.539 0.07 0.47 0.03 -0.180
C 6.583 0.203 -0.764 0.56 0.00 0.19 -0.197
C 5.303 0.748 -1.322 -0.49 0.07 -0.39 -0.099
C 4.459 0.118 -2.153 0.57 0.62 0.06 -0.143
C 4.611 -1.252 -2.745 -0.09 -0.44 0.01 -0.178
C 5.405 -2.283 -1.903 0.11 -0.15 -0.48 -0.191
H 7.447 -1.070 0.740 -0.44 0.03 0.02 0.124
H 7.106 -0.397 -1.518 -0.08 0.35 0.22 0.099
H 6.260 0.050 1.390 0.09 -0.12 -0.31 0.109
H 6.473 -2.038 -1.954 -0.36 -0.27 -0.01 0.100
H 4.279 -3.263 -0.301 0.02 0.43 0.16 0.102
H 5.039 -1.935 1.571 -0.04 -0.07 -0.37 0.098
H 5.286 -3.262 -2.397 0.11 0.33 0.15 0.116
H 3.597 -1.642 -2.945 0.31 0.01 0.06 0.102
H 3.592 0.668 -2.535 0.28 0.03 0.15 0.086
H 5.101 -1.190 -3.736 -0.23 0.10 0.31 0.125
H 7.241 1.058 -0.535 -0.15 -0.33 -0.12 0.115
H 5.113 1.795 -1.058 -0.25 -0.35 -0.05 0.105
P 0.772 -0.628 0.831 0.23 -0.17 0.13 0.854
P -0.597 1.226 -1.388 -0.24 0.29 0.36 0.834
C 1.522 -0.588 -0.873 0.15 -0.10 0.32 -0.364
C 0.644 -0.001 -1.990 -0.23 0.02 -0.42 -0.372
H 1.815 -1.620 -1.120 -0.01 0.33 0.05 0.089
H 2.455 -0.014 -0.783 -0.24 -0.19 0.04 0.056
H 1.282 0.522 -2.725 -0.25 -0.29 0.16 0.079
H 0.093 -0.788 -2.529 0.18 0.29 0.28 0.032
C -1.912 1.418 -2.626 0.23 -0.08 -0.54 -0.225
H -2.533 2.293 -2.386 0.25 -0.24 0.01 0.048
H -2.551 0.528 -2.661 0.17 0.17 0.05 0.022
H -1.443 1.570 -3.607 -0.29 0.00 0.06 0.063
C 0.322 2.799 -1.505 0.08 0.12 -0.09 -0.234
H 0.863 2.825 -2.461 -0.10 0.10 0.25 0.057
H 1.040 2.877 -0.677 -0.14 0.04 -0.25 0.046
H -0.375 3.647 -1.466 0.27 -0.26 0.03 0.042
C 0.685 -2.397 1.254 0.28 -0.20 0.03 -0.240
H 0.283 -2.523 2.269 0.13 0.04 -0.27 0.053
H 1.702 -2.813 1.207 -0.27 -0.03 0.06 0.053
H 0.041 -2.933 0.551 0.10 0.07 0.12 0.042
C 2.096 -0.054 1.956 0.22 0.08 0.00 -0.229
H 2.212 1.037 1.894 0.00 -0.31 0.00 0.043
H 3.053 -0.535 1.699 -0.31 0.14 0.02 0.034
H 1.834 -0.325 2.990 0.04 0.10 -0.33 0.048
Cl -2.001 -2.266 -3.078 0.46 -0.03 -0.28 0.733
C -3.547 -2.017 -2.362 -0.98 0.20 1.14 -0.628
C -4.677 -2.203 -3.149 -0.37 -0.13 0.10 -0.109
C -5.955 -2.119 -2.583 0.24 0.07 0.21 -0.082
C -6.085 -1.834 -1.219 0.10 -0.10 -0.14 -0.077
C -4.948 -1.641 -0.438 0.07 -0.01 -0.25 -0.077
C -3.646 -1.707 -0.973 -0.17 0.00 -0.44 -0.314
C -2.455 -1.468 -0.133 0.64 0.82 0.18 -0.191
H -4.561 -2.457 -4.204 0.00 0.08 0.31 0.108
H -6.839 -2.312 -3.191 0.29 0.13 0.12 0.107
H -7.077 -1.782 -0.755 0.41 -0.04 -0.22 0.112
H -5.053 -1.444 0.633 -0.02 -0.13 -0.46 0.084
H -2.662 -1.669 0.947 0.10 -0.39 -0.33 0.057
H -1.597 -2.058 -0.495 -0.28 0.09 0.34 0.006

=====

98
Properties=species:S:1:pos:R:3:forces:R:3:lowdin_charge:R:1 method="wB97M-V/def2-TZVPD" e_homo_ev=-7.14 total_energy_ev=-73666.527 e_lumo_ev=0.11
C 2.680 1.132 -2.306 -0.65 0.08 -0.23 -0.116
C 1.231 0.583 -1.803 1.77 1.61 0.84 -0.220
O 0.573 -0.231 -2.824 -2.39 -0.47 0.96 -0.053
C -0.664 -0.742 -2.363 -0.90 -0.54 3.89 -0.353
O -0.961 -0.733 -1.126 1.37 0.25 -4.59 0.014
C -1.806 -1.361 -3.344 1.58 1.74 -0.76 -0.074
C -3.081 -0.393 -3.200 -0.49 0.88 -0.65 -0.183
C -4.506 -1.131 -3.431 0.34 0.46 -0.93 -0.122
C -5.526 -0.992 -2.191 1.40 -0.13 -0.44 -0.196
O -5.728 -2.416 -1.810 -2.01 -0.70 -0.89 -0.220
S -6.862 -3.049 -2.877 -3.68 -1.21 -3.07 0.798
O -6.387 -3.559 -4.210 0.05 1.75 4.10 -0.283
O -7.960 -3.918 -2.337 3.77 2.39 0.06 -0.282
O -7.630 -1.589 -3.187 2.14 -1.16 0.48 -0.225
C -7.020 -0.462 -2.437 -1.55 0.09 -0.66 -0.337
C -8.041 -0.332 -1.193 0.70 0.16 1.56 -0.070
C -7.416 -0.711 0.234 -1.47 -0.60 0.30 -0.155
F -6.332 0.149 0.640 -1.37 -1.26 -0.82 -0.092
C -7.286 0.764 -3.438 -0.91 0.47 0.38 -0.055
C -6.693 2.170 -2.953 2.51 1.29 0.46 -0.306
C -7.606 3.417 -2.471 0.64 -0.32 -1.40 -0.067
N -5.376 2.412 -2.958 -3.86 -1.71 -0.30 0.116
H 3.410 0.274 -2.510 -1.10 1.22 0.32 0.071
H 3.101 1.797 -1.460 -0.83 -1.19 -1.52 0.064
H 2.605 1.779 -3.247 -0.09 -0.99 1.22 0.076
H 1.436 0.026 -0.828 -0.67 0.58 -1.59 0.094
H 0.607 1.529 -1.570 0.69 -1.74 -0.40 0.139
H -2.011 -2.460 -3.106 0.42 1.70 -0.16 0.130
H -1.385 -1.212 -4.414 -0.87 -0.76 1.64 0.125
H -3.068 0.209 -2.215 0.03 -1.25 -1.41 0.118
H -2.988 0.402 -4.038 -0.02 -1.21 1.42 0.120
H -5.028 -0.739 -4.379 0.93 -0.53 1.32 0.123
H -4.248 -2.236 -3.664 -0.86 1.80 0.65 0.119
H -4.923 -0.463 -1.365 -1.52 -1.05 -0.85 0.169
H -8.931 -1.056 -1.355 1.62 1.13 0.12 0.153
H -8.503 0.711 -1.092 0.96 -1.38 -0.41 0.092
H -7.136 -1.834 0.285 0.15 2.06 -0.14 0.132
H -8.262 -0.589 1.017 1.46 0.00 -1.16 0.118
H -8.438 0.895 -3.486 1.84 -0.40 0.07 0.114
H -6.968 0.444 -4.490 -0.11 0.75 1.51 0.135
H -8.242 3.184 -1.553 0.76 0.27 -1.41 0.063
H -8.242 3.704 -3.396 0.63 -0.59 1.76 0.075
H -6.914 4.325 -2.292 -0.96 -1.75 -0.05 0.083
H -4.973 1.529 -3.321 0.27 0.56 0.12 0.010
C -11.739 4.735 -3.028 0.45 -1.22 -0.07 -0.079
C -11.128 3.396 -3.316 1.61 -1.78 -4.19 -0.240
N -10.621 2.297 -3.544 -2.65 8.05 -4.01 0.047
H -11.864 5.298 -3.955 -0.02 0.01 0.13 0.064
H -12.717 4.604 -2.557 0.06 0.03 0.05 0.071
H -11.092 5.300 -2.353 -0.04 -0.07 0.02 0.072
C 6.141 0.182 -0.499 -1.00 -0.10 0.10 -0.074
C 4.704 0.233 -0.074 -3.27 0.02 1.18 -0.223
N 3.560 0.284 0.253 4.88 -0.40 -0.82 0.131
H 6.227 -0.340 -1.455 -0.15 0.03 0.08 0.082
H 6.531 1.193 -0.610 -0.12 -0.17 0.03 0.049
H 6.731 -0.347 0.251 -0.14 0.11 0.00 0.047
C -11.277 1.532 0.663 -0.02 0.52 -0.90 -0.044
C -10.979 1.681 -0.801 0.41 0.43 -2.71 -0.094
N -10.738 1.813 -1.969 0.06 -5.97 11.94 0.044
H -12.099 0.829 0.804 0.09 0.06 -0.11 0.083
H -10.394 1.157 1.184 -0.03 0.03 -0.15 0.068
H -11.558 2.498 1.089 0.02 -0.11 0.01 0.078
C 6.983 4.087 1.783 0.37 -0.83 -0.18 -0.052
C 7.595 2.754 1.465 1.18 -2.46 -0.58 -0.233
N 8.078 1.702 1.216 -1.52 3.78 1.03 0.134
H 6.821 4.650 0.862 0.05 -0.11 0.07 0.081
H 6.025 3.945 2.287 0.10 -0.06 -0.07 0.084
H 7.649 4.655 2.435 -0.02 -0.09 -0.06 0.070
C 3.458 -2.333 2.823 0.85 0.18 -0.08 -0.060
C 4.913 -1.977 2.753 2.71 0.68 -0.15 -0.236
N 6.061 -1.696 2.696 -3.90 -0.98 0.17 0.114
H 3.344 -3.413 2.932 0.12 0.11 0.03 0.080
H 2.996 -1.838 3.679 0.13 -0.03 -0.08 0.081
H 2.953 -2.011 1.910 0.16 0.06 0.06 0.062
C 9.456 -3.200 2.873 0.21 -0.90 0.21 -0.068
C 9.817 -4.590 3.306 0.69 -2.59 0.81 -0.236
N 10.099 -5.688 3.650 -0.99 3.78 -1.15 0.106
H 8.397 -3.155 2.612 0.09 0.00 0.07 0.051
H 9.652 -2.496 3.684 -0.05 -0.14 -0.01 0.076
H 10.054 -2.912 2.006 -0.09 -0.15 0.08 0.030
C 12.807 -0.555 2.375 -0.48 -0.44 -0.68 -0.066
C 12.036 -1.215 1.270 -2.04 -1.72 -3.17 -0.237
N 11.427 -1.734 0.379 2.76 2.34 4.06 0.117
H 13.360 0.301 1.982 -0.10 -0.11 -0.03 0.079
H 12.122 -0.211 3.152 0.02 -0.05 -0.13 0.074
H 13.513 -1.265 2.810 -0.10 0.02 -0.10 0.079
C 7.708 -6.156 6.063 -0.94 0.27 0.03 -0.083
C 6.295 -5.656 6.141 -2.69 0.95 0.17 -0.255
N 5.181 -5.261 6.202 3.86 -1.35 -0.24 0.094
H 7.951 -6.424 5.034 -0.03 0.08 0.12 0.050
H 8.396 -5.379 6.401 -0.11 -0.06 -0.07 0.073
H 7.826 -7.036 6.697 -0.09 0.11 -0.04 0.077
C 8.351 2.601 4.990 0.23 0.89 0.16 -0.070
C 8.708 4.032 5.265 0.68 2.70 0.55 -0.257
N 8.989 5.162 5.480 -0.99 -3.90 -0.80 0.108
H 8.880 1.946 5.685 -0.04 0.13 -0.04 0.078
H 7.277 2.456 5.112 0.11 0.06 0.01 0.082
H 8.633 2.338 3.969 -0.01 0.04 0.10 0.048